1.
14
Properties=species:S:1:pos:R:3:forces:R:3 method="wB97M-V/def2-TZVPD" energy_ev=-10305.679 max_force_ha_per_bohr=0.0237 e_homo_ha=-0.304 homo_lumo_gap_ev=7.80 spin_multiplicity=1
C -1.357 -1.017 0.363 0.95 0.21 0.73
C 0.496 -1.038 0.206 -0.67 -0.16 -0.02
N -1.790 0.157 0.130 0.34 0.25 -0.43
N 0.935 -2.267 0.494 0.02 0.08 -0.01
C 0.977 2.576 -0.841 -0.27 -0.16 0.06
C 0.911 0.124 -0.146 -0.56 -0.12 -0.19
C 0.560 1.358 -0.514 0.60 0.59 0.22
O -1.691 -2.102 0.782 -0.02 0.05 -0.38
H -2.786 0.309 0.195 0.08 0.00 -0.03
H -0.701 1.049 -0.271 -0.32 -0.73 0.17
H 1.908 -2.439 0.677 -0.09 0.00 -0.02
H 0.233 -2.903 0.853 -0.01 0.10 -0.02
H 2.028 2.803 -0.963 -0.01 -0.07 -0.01
H 0.276 3.389 -0.964 -0.03 -0.05 -0.09

---

2.
14
Properties=species:S:1:pos:R:3:forces:R:3 method="wB97M-V/def2-TZVPD" energy_ev=-10305.346 max_force_ha_per_bohr=0.1561 e_homo_ha=-0.380 homo_lumo_gap_ev=9.81 smiles="CC1=NC(=O)N=C1C" spin_multiplicity=1
C 0.931 -1.692 -0.096 6.81 4.19 -0.69
C -0.191 -0.920 -0.046 -3.53 4.62 -3.04
N -1.358 -1.325 0.038 -3.06 0.42 -0.84
C -2.209 -0.105 -0.201 -2.42 0.24 3.35
O -3.369 -0.058 0.113 0.91 -0.73 -1.22
N -1.465 1.172 -0.287 -0.20 -2.64 -1.33
C -0.308 0.695 -0.282 4.81 1.40 2.32
C 0.951 1.664 0.112 -4.43 2.01 -0.48
H 1.282 -1.345 0.880 1.34 -1.01 0.41
H 1.812 -1.245 -0.881 -2.59 -1.10 2.11
H 0.862 -2.675 -0.227 -0.61 -3.95 -0.18
H 0.315 2.480 0.942 1.96 -1.79 -3.17
H 1.329 2.244 -1.014 -0.37 -1.92 4.23
H 1.418 1.110 0.949 1.39 0.28 -1.46

---

3.
15
Properties=species:S:1:pos:R:3:forces:R:3 method="wB97M-V/def2-TZVPD" energy_ev=-12354.137 max_force_ha_per_bohr=0.0964 e_homo_ha=-0.322 homo_lumo_gap_ev=8.87 smiles="CC(O)=C=C=N.N=C=O" spin_multiplicity=1
C 1.215 0.260 2.098 -0.26 3.08 -1.59
C 0.711 0.341 0.673 -2.15 1.40 0.98
O 1.552 0.263 -0.404 -0.83 -0.95 0.24
C -0.588 0.584 0.515 -0.94 -1.13 -1.40
C -1.762 0.597 -0.037 -0.32 1.37 -0.01
N -2.821 0.815 -0.646 0.95 -0.14 0.23
H 1.443 -0.716 2.195 1.62 -3.25 0.88
H 0.540 0.550 2.904 -0.37 0.04 -0.66
H 2.033 0.965 2.091 0.91 -0.26 0.65
H 2.257 0.896 -0.374 0.73 0.45 0.39
H -3.719 1.102 -0.248 0.66 -0.56 0.34
N -0.601 -1.001 -2.626 -1.78 4.41 -1.39
C -0.040 -1.868 -2.073 0.31 -0.19 0.31
O 0.444 -2.812 -1.654 1.35 -2.40 1.28
H -0.664 0.023 -2.415 0.13 -1.86 -0.24

---

4.
15
Properties=species:S:1:pos:R:3:forces:R:3 method="wB97M-V/def2-TZVPD" energy_ev=-12355.491 max_force_ha_per_bohr=0.1006 e_homo_ha=-0.280 homo_lumo_gap_ev=8.09 spin_multiplicity=1
C 1.254 0.185 0.638 -2.36 -4.47 -1.08
C 1.289 -1.037 -0.047 -0.15 -0.27 -0.12
C -0.870 -0.440 0.558 0.04 -1.56 -0.97
C 2.671 0.957 -2.048 -0.17 -0.94 0.30
C -2.360 -0.256 0.597 0.62 3.01 2.23
N -0.033 0.466 1.018 0.05 0.71 -0.62
N -0.081 -1.417 -0.070 -2.06 1.22 1.18
O 1.848 0.516 -2.691 -2.06 -0.50 -2.07
O 3.497 1.300 -1.348 2.22 1.43 1.58
H 1.954 0.884 0.562 2.84 2.77 0.58
H -2.874 -0.785 1.382 -0.05 -0.52 0.22
H -2.563 0.875 0.853 0.52 -2.01 -0.31
H -2.879 -0.346 -0.297 -0.54 -0.73 -1.86
H -0.276 1.382 1.342 -0.54 0.05 0.27
H -0.579 -2.284 -0.450 1.64 1.81 0.66

---

5.
20
Properties=species:S:1:pos:R:3:forces:R:3 method="wB97M-V/def2-TZVPD" energy_ev=-40162.123 max_force_ha_per_bohr=0.1845 e_homo_ha=-0.345 homo_lumo_gap_ev=8.29 spin_multiplicity=1
C -2.427 -1.706 -1.221 -5.06 -4.79 2.05
C -1.801 -0.762 -1.806 3.14 3.32 -2.32
C -3.038 -1.610 0.191 0.22 2.55 -0.80
C 1.134 0.234 -0.459 4.71 2.90 -7.71
C 4.151 1.503 -0.061 -2.32 0.01 -0.04
N -3.961 -2.319 0.637 1.02 -1.54 -1.48
N -2.644 -0.290 0.550 2.73 -2.83 -1.82
O 1.197 0.447 -1.715 -0.17 -0.37 4.87
O -1.314 1.575 -0.008 0.95 2.05 -1.29
O 0.200 -0.361 0.113 -3.44 -1.34 2.55
O 2.033 1.956 1.365 -0.35 0.68 -0.07
O 2.716 -0.365 1.454 1.15 -1.36 0.45
S -1.362 0.231 -0.413 -3.19 -2.54 1.70
S 2.555 0.812 0.681 -0.89 0.43 0.20
H -3.118 -2.501 -1.694 1.87 0.98 -0.12
H 4.360 1.182 -1.086 0.23 -0.24 0.54
H 3.841 2.552 -0.024 0.43 -0.17 -0.27
H 4.835 1.300 0.758 0.31 -0.33 -0.33
H -4.399 -2.162 1.502 -0.50 0.89 1.22
H -2.958 0.285 1.237 -0.87 1.70 2.67

---

6.
15
Properties=species:S:1:pos:R:3:forces:R:3 method="wB97M-V/def2-TZVPD" energy_ev=-21142.644 max_force_ha_per_bohr=0.0881 e_homo_ha=-0.326 homo_lumo_gap_ev=9.52 spin_multiplicity=1
C -0.695 2.411 0.082 0.53 -3.44 -0.35
C -1.425 1.261 0.301 -1.45 -0.45 0.45
C 0.704 0.858 -0.298 -1.86 -3.62 2.00
C -0.478 -1.211 0.366 1.14 0.31 -0.41
C 0.608 -1.611 -0.629 3.35 -1.65 0.07
N 0.579 2.113 -0.286 1.11 1.04 -0.41
N -0.550 0.218 0.232 2.81 1.99 -2.20
O 2.468 -0.583 1.031 0.69 -0.41 1.49
S 2.042 -0.441 -0.347 -2.01 1.08 -1.33
H -0.916 3.372 -0.039 -1.72 3.59 -0.04
H -2.542 1.086 0.350 1.69 0.41 0.41
H -1.331 -1.679 -0.038 -1.54 -0.67 0.51
H -0.123 -1.486 1.405 -0.83 0.02 -1.19
H 1.063 -2.626 -0.382 -0.62 1.14 0.10
H 0.597 -1.683 -1.748 -1.31 0.65 0.90

---

7.
15
Properties=species:S:1:pos:R:3:forces:R:3 method="wB97M-V/def2-TZVPD" energy_ev=-11238.198 max_force_ha_per_bohr=0.1879 e_homo_ha=-0.307 homo_lumo_gap_ev=8.97 smiles="Nc1[nH]cc2c1CN=N2" spin_multiplicity=1
N 2.111 -0.956 0.154 -0.43 -0.30 -2.59
C 0.995 -0.036 -0.202 6.60 -1.26 2.36
N 1.110 1.347 0.037 9.32 -1.65 -1.93
C -0.008 1.891 0.026 -5.36 6.66 -0.69
C -0.984 0.951 -0.016 1.24 0.08 -1.12
C -0.242 -0.311 -0.234 -9.27 -0.22 0.71
C -1.463 -1.283 -0.133 3.04 -1.20 2.97
N -2.633 -0.344 0.056 -1.99 -0.61 -1.16
N -2.374 0.894 0.108 1.72 -2.86 -0.14
H 2.100 -1.378 1.092 -0.57 0.50 -0.67
H 2.117 -1.733 -0.579 0.17 1.44 1.63
H 1.974 1.926 -0.316 -2.06 -1.95 1.28
H 0.050 3.026 -0.207 -0.93 -1.97 1.05
H -1.330 -2.261 -0.795 -1.45 2.47 0.96
H -1.424 -1.733 1.010 -0.03 0.86 -2.65

---

8.
15
Properties=species:S:1:pos:R:3:forces:R:3 method="wB97M-V/def2-TZVPD" energy_ev=-11241.578 max_force_ha_per_bohr=0.0530 e_homo_ha=-0.329 homo_lumo_gap_ev=9.64 smiles="[H]/N=C1/NC(=C)[C@@H](C#N)N1" spin_multiplicity=1
H 2.617 -2.025 -0.335 0.17 1.55 -0.17
N 2.540 -0.976 -0.461 0.48 -2.67 -0.25
C 1.403 -0.609 -0.065 0.91 1.17 0.18
N 1.095 0.741 -0.153 -0.94 -0.43 0.59
C -0.264 0.999 0.128 1.39 -2.17 -0.71
C -0.907 2.091 -0.153 -0.82 2.24 -0.78
C -0.795 -0.358 0.666 -0.24 -0.20 0.72
C -1.901 -0.993 -0.104 0.59 0.41 -0.05
N -2.630 -1.620 -0.731 -0.11 0.15 0.14
N 0.398 -1.282 0.593 -1.57 1.14 0.41
H 1.740 1.280 -0.719 -0.53 0.15 0.21
H -1.996 2.213 -0.098 0.62 -0.17 0.28
H -0.327 2.937 -0.590 -0.65 -0.71 0.42
H -1.182 -0.169 1.715 0.66 -0.57 -1.01
H 0.209 -2.231 0.306 0.01 0.10 0.02

---

9.
16
Properties=species:S:1:pos:R:3:forces:R:3 method="wB97M-V/def2-TZVPD" energy_ev=-13286.084 max_force_ha_per_bohr=0.2613 e_homo_ha=-0.360 homo_lumo_gap_ev=9.64 smiles="NNC(=O)c1ccncn1" spin_multiplicity=1
N -0.951 0.694 -3.115 0.70 0.02 1.32
N -0.291 0.545 -1.809 -12.24 -3.47 -4.34
C -0.887 -0.296 -0.905 5.10 3.42 0.28
O -1.819 -0.937 -1.084 -4.89 -3.15 -0.50
C -0.057 -0.242 0.351 -1.71 -5.77 0.42
C 0.461 0.833 0.915 1.97 1.38 0.55
C 1.145 0.647 2.127 0.73 -1.74 2.64
N 1.228 -0.537 2.763 -0.73 1.31 -2.71
C 0.634 -1.571 2.041 0.38 2.55 1.65
N -0.017 -1.608 0.948 -0.22 4.47 -2.29
H -1.898 1.124 -2.710 2.17 -2.26 -2.53
H -0.772 -0.213 -3.805 -1.67 2.95 2.88
H 0.505 0.719 -1.553 11.20 3.31 1.69
H 0.610 1.764 0.386 -0.73 0.25 0.14
H 1.609 1.404 2.769 -0.23 0.40 -0.92
H 0.499 -2.328 2.683 0.17 -3.67 1.73

---

10.
17
Properties=species:S:1:pos:R:3:forces:R:3 method="wB97M-V/def2-TZVPD" energy_ev=-15331.268 max_force_ha_per_bohr=0.1791 e_homo_ha=-0.370 homo_lumo_gap_ev=9.04 smiles="O=C(O)CCc1nncnn1" spin_multiplicity=1
O -1.474 -2.431 -2.171 1.94 2.67 8.60
C -1.238 -1.994 -0.910 -1.44 -2.11 -5.69
O -0.672 -2.924 0.115 -2.55 2.29 -1.54
C -1.552 -0.393 -0.572 0.53 -0.58 1.07
C -0.420 0.603 -1.284 1.08 -0.53 1.12
C 0.658 0.951 -0.045 -1.43 -0.05 -2.25
N 0.635 2.318 0.374 0.56 -4.10 -0.72
N 1.438 2.583 1.366 2.06 -3.93 1.13
C 2.182 1.443 1.832 1.00 0.39 1.22
N 2.232 0.079 1.378 -0.66 4.33 0.98
N 1.425 -0.175 0.386 -1.91 3.67 -0.79
H -1.288 -2.982 0.912 1.07 0.51 -1.51
H -1.475 -0.307 0.615 -0.15 0.02 -2.60
H -2.633 -0.061 -0.873 2.12 -1.10 0.31
H 0.175 0.049 -2.133 -1.30 0.93 1.80
H -0.884 1.566 -1.760 0.86 -1.83 1.34
H 2.891 1.674 2.770 -1.79 -0.59 -2.46

---

11.
17
Properties=species:S:1:pos:R:3:forces:R:3 method="wB97M-V/def2-TZVPD" energy_ev=-15329.105 max_force_ha_per_bohr=0.2054 s_squared=2.01 e_homo_ha="-0.291 / -0.302" homo_lumo_gap_ev="8.65 / 4.66" spin_multiplicity=3
C 1.257 0.809 -1.595 -0.20 -0.86 1.10
C 2.381 0.946 -0.715 -1.06 -0.79 0.92
C 0.334 0.244 -0.731 -0.29 -0.40 2.42
C -1.332 -0.759 0.693 2.95 -1.59 1.85
C -0.008 -0.258 1.614 -1.83 0.64 -2.02
N 2.186 0.526 0.520 -0.50 0.05 0.45
N 0.880 0.066 0.540 1.22 1.26 -2.50
N -0.980 -0.090 -0.546 -2.93 -0.72 -1.32
N -0.328 0.975 2.502 2.79 -8.97 -4.82
O -0.937 0.740 3.533 -3.16 0.39 5.24
O -0.003 2.018 2.004 0.94 7.65 -1.48
H 1.237 0.917 -2.668 -0.19 0.20 0.24
H 3.340 1.321 -0.904 1.09 0.46 -0.59
H -1.437 -1.949 0.725 0.99 2.15 -0.70
H -2.261 -0.536 1.184 -0.42 1.18 -0.15
H 0.445 -1.052 2.120 0.15 -0.95 1.61
H -1.612 -0.320 -1.298 0.45 0.30 -0.28

---

12.
13
Properties=species:S:1:pos:R:3:forces:R:3 method="wB97M-V/def2-TZVPD" energy_ev=-8808.559 max_force_ha_per_bohr=0.0766 total_charge=+1 e_homo_ha=-0.580 homo_lumo_gap_ev=10.31 spin_multiplicity=1
C 2.819 -1.076 0.086 -1.20 1.11 0.05
C 1.907 -0.292 -0.010 1.81 -1.24 -0.29
C -1.006 -1.216 -0.231 0.53 -1.00 -0.01
C 1.056 0.750 -0.253 -2.05 -1.02 0.51
C -1.578 1.135 0.237 2.18 -2.33 2.31
N -0.710 -0.018 -0.092 2.40 2.11 -0.46
O 1.023 1.890 -0.373 0.06 0.44 -0.33
H 3.665 -1.681 0.228 0.54 -0.67 0.05
H -2.020 -1.505 -0.112 -0.93 -0.47 0.05
H -0.249 -1.989 -0.424 -0.18 0.44 -0.02
H -0.774 1.815 0.553 -1.41 0.50 0.53
H -2.204 0.714 1.066 -0.11 1.31 -0.99
H -1.928 1.473 -0.675 -1.64 0.80 -1.40

---

13.
13
Properties=species:S:1:pos:R:3:forces:R:3 method="wB97M-V/def2-TZVPD" energy_ev=-8805.647 max_force_ha_per_bohr=0.1289 s_squared=2.01 total_charge=+1 e_homo_ha="-0.435 / -0.612" homo_lumo_gap_ev="6.17 / 7.58" spin_multiplicity=3
C -1.530 1.892 0.095 1.24 2.15 0.26
C -2.499 -0.397 0.001 -3.48 4.86 -0.51
C -1.504 -1.295 0.040 5.98 -2.30 1.68
C 0.331 0.118 -0.266 1.59 3.62 -2.63
C 1.547 0.701 0.266 0.62 -0.13 0.54
N -2.166 0.907 0.072 -2.09 -3.23 0.14
O -0.220 -0.861 0.320 -3.77 -4.51 0.40
H -3.547 -0.658 -0.040 0.02 -0.09 -0.38
H -1.625 -2.367 0.046 0.05 -0.06 0.28
H -0.022 0.446 -1.244 -0.07 -0.41 0.19
H 1.745 1.675 -0.180 -0.11 -0.05 0.09
H 2.399 0.051 0.025 0.06 -0.02 -0.06
H 1.527 0.757 1.356 -0.02 0.17 0.01

---

14.
15
Properties=species:S:1:pos:R:3:forces:R:3 method="wB97M-V/def2-TZVPD" energy_ev=-21699.157 max_force_ha_per_bohr=0.0688 total_charge=-1 e_homo_ha="-0.115 / -0.115" homo_lumo_gap_ev="6.66 / 6.67" spin_multiplicity=1
C -0.067 -1.608 1.273 1.70 1.18 -1.84
C 0.539 -1.819 0.222 -0.45 0.65 -0.52
C 0.780 -3.414 -0.521 -1.00 0.23 1.95
C 1.147 -0.937 -0.814 3.32 0.97 0.72
C -0.711 1.790 0.697 1.94 0.32 -0.57
N 1.698 0.320 -0.284 -0.04 -0.17 0.33
O 1.266 -4.109 0.306 1.50 -1.49 0.97
O 0.264 -3.403 -1.576 -0.89 -0.17 -2.96
S 1.033 1.084 0.972 -0.39 -1.03 0.17
H -0.712 -1.817 2.003 -1.93 -0.61 2.71
H 1.970 -1.580 -1.286 -0.78 1.48 0.30
H 0.491 -0.604 -1.561 -1.61 -0.68 -1.20
H -0.651 2.854 0.488 -0.08 0.16 0.09
H -1.383 1.551 1.468 -0.64 -0.20 1.32
H -1.035 1.281 -0.159 -0.66 -0.65 -1.47

---

15.
12
Properties=species:S:1:pos:R:3:forces:R:3 method="wB97M-V/def2-TZVPD" energy_ev=-7324.555 max_force_ha_per_bohr=0.0215 e_homo_ha=-0.299 homo_lumo_gap_ev=8.41 spin_multiplicity=1
O 1.528 1.091 -1.958 -0.90 -0.21 0.60
C 0.607 0.769 -1.314 0.86 0.05 -0.26
C -0.364 1.311 0.527 0.25 -0.14 -0.07
C 0.289 0.086 0.803 -0.45 -0.21 0.30
C -0.731 -1.373 -0.057 0.16 0.23 0.60
C 0.473 -0.708 -0.413 0.13 0.15 -0.57
H -0.298 2.114 1.272 0.00 -0.20 -0.42
H -1.272 1.323 -0.072 0.12 -0.05 0.31
H 0.896 -0.108 1.684 -0.19 0.08 -0.21
H -1.665 -0.841 0.013 0.00 -0.12 -0.15
H -0.745 -2.452 0.127 0.02 0.37 -0.11
H 1.343 -1.350 -0.537 -0.01 0.06 -0.01

---

16.
12
Properties=species:S:1:pos:R:3:forces:R:3 method="wB97M-V/def2-TZVPD" energy_ev=-7325.606 max_force_ha_per_bohr=0.0935 e_homo_ha=-0.301 homo_lumo_gap_ev=8.99 smiles="OC=C=C1CC1" spin_multiplicity=1
O -0.362 0.645 3.082 0.97 -0.93 -0.17
C 0.432 -0.082 2.165 -1.58 1.79 -2.54
C 0.339 0.027 0.826 0.52 0.09 1.88
C 0.274 -0.019 -0.461 -1.71 0.04 0.42
C -0.586 -0.743 -1.478 -1.94 4.24 1.17
C 0.354 0.350 -1.868 1.52 0.12 -0.18
H -0.883 1.354 2.683 0.35 -0.39 -0.43
H 1.175 -0.729 2.558 0.27 -0.32 0.88
H -0.500 -1.748 -1.420 0.75 -3.06 -1.00
H -1.600 -0.346 -1.526 -0.11 -0.58 0.40
H 1.213 -0.071 -2.296 1.49 -0.07 -0.80
H 0.145 1.362 -2.264 -0.54 -0.91 0.37

---

17.
12
Properties=species:S:1:pos:R:3:forces:R:3 method="wB97M-V/def2-TZVPD" energy_ev=-7327.537 max_force_ha_per_bohr=0.0085 e_homo_ha=-0.378 homo_lumo_gap_ev=10.58 smiles="C#CC(=O)CC" spin_multiplicity=1
C -2.494 -1.565 -0.778 0.27 0.20 0.15
C -1.712 -0.811 -0.256 -0.25 -0.28 -0.23
C -0.774 0.139 0.350 -0.03 0.10 0.29
O -1.187 1.156 0.862 0.11 -0.27 -0.19
C 0.709 -0.204 0.321 -0.02 -0.05 -0.06
C 1.538 1.042 0.018 0.06 0.10 -0.01
H -3.194 -2.229 -1.242 0.18 0.17 0.13
H 0.981 -0.607 1.309 -0.18 0.09 -0.17
H 0.900 -1.004 -0.401 -0.09 0.11 0.04
H 2.605 0.810 0.001 -0.11 -0.02 0.02
H 1.361 1.810 0.773 0.02 -0.08 -0.10
H 1.267 1.461 -0.956 0.04 -0.06 0.12

---

18.
12
Properties=species:S:1:pos:R:3:forces:R:3 method="wB97M-V/def2-TZVPD" energy_ev=-7325.165 max_force_ha_per_bohr=0.0074 e_homo_ha=-0.316 homo_lumo_gap_ev=8.39 spin_multiplicity=1
C -1.685 -0.031 -0.083 -0.22 -0.19 0.00
C -0.144 0.242 -0.040 -0.06 0.19 -0.13
C -0.335 1.530 -0.433 0.18 -0.30 0.15
O 2.649 0.639 -0.231 -0.20 -0.26 0.12
C 2.183 -0.460 0.019 -0.01 0.26 -0.02
C 0.766 -0.741 0.161 -0.11 0.09 -0.05
H -2.343 0.849 -0.035 0.26 -0.07 -0.04
H -1.881 -0.640 0.800 -0.04 0.07 -0.06
H -1.915 -0.560 -1.009 0.03 0.03 0.19
H -0.578 2.265 0.344 0.20 -0.11 -0.06
H 2.849 -1.342 0.135 -0.06 0.18 -0.03
H 0.435 -1.752 0.373 0.04 0.12 -0.08

---

19.
12
Properties=species:S:1:pos:R:3:forces:R:3 method="wB97M-V/def2-TZVPD" energy_ev=-7324.295 max_force_ha_per_bohr=0.0229 e_homo_ha=-0.306 homo_lumo_gap_ev=8.32 spin_multiplicity=1
C -0.918 -0.660 -0.712 -0.30 -0.27 0.15
C 0.550 -0.310 -0.669 -0.14 -0.06 -0.11
C 0.689 0.885 0.162 0.05 -0.07 -0.04
O -0.337 1.828 0.292 0.22 0.25 -0.25
C -0.865 -0.950 0.828 0.89 0.09 -0.77
C 0.489 -0.414 0.934 -0.23 -0.45 0.71
H -1.152 -1.651 -1.111 0.06 0.15 -0.18
H -1.586 0.075 -1.177 0.10 -0.15 0.32
H 1.358 -0.748 -1.262 -0.29 0.21 0.26
H 1.673 1.351 0.216 -0.18 -0.27 0.11
H -0.990 1.426 0.868 -0.14 0.33 0.01
H 1.204 -0.759 1.679 -0.04 0.24 -0.21